Arrangement P

Here is 2 unconnected molecules or ions with the total composition C3H5Br2NO2 from OMol25. Energies are from ωB97M-V with the def2-TZVPD basis set.

Calculated values
LUMO (spin up / spin down): -2.783 / -2.163 eV
HOMO (spin up / spin down): -10.3 / -9.9 eV
Kohn-Sham gap (spin up / spin down): 7.56 / 7.74 eV

```
13
C3H5Br2NO2 (ωB97M-V with the def2-TZVPD basis set)
C -0.765 -0.297 0.686
C 0.331 -0.350 -0.530
C 0.399 0.824 -1.402
N 1.579 1.279 -1.860
O 1.470 2.465 -2.228
O 2.626 0.674 -1.587
Br -0.156 -1.892 -1.709
Br 3.171 4.051 -3.205
H -1.724 -0.466 0.204
H -0.926 0.655 1.176
H -0.560 -1.172 1.230
H 1.328 -0.487 -0.205
H -0.518 1.361 -1.806
```

=====

Arrangement Q

Here is a single C3H5Br2NO2 molecule from OMol25. Energies are from ωB97M-V with the def2-TZVPD basis set.

Calculated values
LUMO: 0.003 eV
SMILES: CCC(Br)(Br)[N+](=O)[O-]
HOMO: -10.8 eV
Kohn-Sham gap: 10.84 eV

```
13
C3H5Br2NO2 (ωB97M-V with the def2-TZVPD basis set)
C 1.549 -0.240 -1.075
C 0.742 -0.071 0.260
C -0.924 0.140 0.071
N -1.724 0.209 1.419
O -2.868 -0.078 1.336
O -1.111 0.605 2.343
Br -1.416 1.855 -0.638
Br -1.593 -1.397 -0.940
H 1.192 0.575 -1.775
H 1.374 -1.169 -1.751
H 2.650 -0.035 -0.870
H 1.291 0.618 0.857
H 0.839 -1.013 0.764
```

=====

Arrangement R

Here is a molecular structure, C3H5Br2NO2 from OMol25. Energies are from ωB97M-V with the def2-TZVPD basis set.

Calculated values
LUMO: -0.235 eV
HOMO: -10.4 eV
Kohn-Sham gap: 10.15 eV

```
13
C3H5Br2NO2 (ωB97M-V with the def2-TZVPD basis set)
C -0.977 1.291 -0.842
C -0.407 -0.099 -0.472
C 0.595 -0.090 0.660
N 0.981 -1.552 0.718
O 1.908 -1.810 0.046
O 0.226 -2.302 1.309
Br 2.124 0.863 0.199
Br -0.201 0.447 2.351
H -1.072 1.780 0.134
H -1.981 1.287 -1.208
H -0.189 1.750 -1.489
H 0.180 -0.732 -1.236
H -1.186 -0.833 -0.170
```

=====

The structure with the most favorable energy is arrangement R; the runner-up is 7.4 kcal/mol above it.

=====

Arrangement P

Here is a single C3H3ClOS molecule from OMol25. Energies are from ωB97M-V with the def2-TZVPD basis set.

Calculated values
LUMO: -1.918 eV
SMILES: O=CC(=S)CCl
HOMO: -9.8 eV
Kohn-Sham gap: 7.93 eV

```
9
C3H3ClOS (ωB97M-V with the def2-TZVPD basis set)
C -0.716 -0.775 0.518
C 0.480 -0.202 -0.125
C 0.679 1.231 -0.459
H -0.588 -1.871 0.771
H -1.051 -0.220 1.389
H 1.561 1.399 -1.112
O -0.013 2.140 -0.053
S 1.837 -1.104 -0.378
Cl -2.191 -0.598 -0.551
```

=====

Arrangement Q

Here is a molecular structure, C3H3ClOS from OMol25. Energies are from ωB97M-V with the def2-TZVPD basis set.

Calculated values
LUMO: -0.608 eV
HOMO: -9.2 eV
Kohn-Sham gap: 8.56 eV

```
9
C3H3ClOS (ωB97M-V with the def2-TZVPD basis set)
C -0.798 -1.432 -1.268
C 1.409 0.260 1.036
C -0.979 -0.141 -0.995
O -0.589 -2.581 -1.412
S 0.523 1.358 1.911
Cl 2.722 1.052 0.359
H -0.284 0.509 2.305
H -1.792 0.576 -1.439
H -0.212 0.398 -0.496
```

=====

The structure with the most favorable energy is arrangement P; the runner-up is 67.2 kcal/mol above it.

=====

Arrangement P

Here is a single C3H3ClOS molecule from OMol25. Energies are from ωB97M-V with the def2-TZVPD basis set.

Calculated values
LUMO: 0.023 eV
HOMO: -9.1 eV
Kohn-Sham gap: 9.17 eV

```
9
C3H3ClOS (ωB97M-V with the def2-TZVPD basis set)
C 0.018 0.165 0.504
C 0.835 -0.466 -0.606
C 1.437 0.642 0.326
O 3.176 -1.408 -0.422
S 2.014 -1.342 0.412
Cl 2.234 2.120 -0.045
H -0.727 0.759 0.175
H -0.277 -0.386 1.370
H 0.409 -0.683 -1.559
```

=====

Arrangement Q

Here is 2 unconnected molecules or ions with the total composition C3H3ClOS from OMol25. Energies are from ωB97M-V with the def2-TZVPD basis set.

Calculated values
LUMO: 0.549 eV
SMILES: C=CCl.O=C=S
HOMO: -9.8 eV
Kohn-Sham gap: 10.35 eV

```
9
C3H3ClOS (ωB97M-V with the def2-TZVPD basis set)
C 3.364 -1.181 0.046
C -0.130 0.126 0.434
C -0.905 -0.554 -0.435
O 3.398 -2.303 0.150
S 3.557 0.344 -0.176
Cl -1.993 -1.873 -0.078
H 0.498 0.933 0.104
H 0.010 0.181 1.505
H -0.995 -0.269 -1.546
```

=====

The structure with the most favorable energy is arrangement Q; the runner-up is 71.6 kcal/mol above it.

=====

Arrangement P

Here is 3 unconnected molecules or ions with the total composition C4H17N2O2 from OMol25. Energies are from ωB97M-V with the def2-TZVPD basis set.

Calculated values
LUMO: -2.781 eV
charge: +1
HOMO: -13.5 eV
Kohn-Sham gap: 10.76 eV

```
25
C4H17N2O2 (ωB97M-V with the def2-TZVPD basis set)
C -1.065 -0.991 0.477
N 0.467 -0.637 0.582
C 0.923 -1.585 1.631
C -2.033 0.124 0.775
N -1.535 1.418 0.344
C -1.587 1.475 -1.239
H -1.264 -1.385 -0.490
H -1.302 -1.822 1.134
H 0.757 -0.873 -0.518
H 0.959 -2.631 1.278
H 2.049 -1.424 1.850
H 0.414 -1.728 2.535
H -2.987 -0.170 0.158
H -2.411 0.246 1.896
H 0.361 0.301 0.875
H -2.151 2.121 0.596
H -0.623 0.946 -1.628
H -2.561 0.926 -1.704
H -1.428 2.634 -1.324
H 1.120 2.030 0.267
H 1.936 2.178 -0.906
O 1.621 1.405 -0.285
H 2.805 -1.012 -2.542
H 2.826 -1.189 -1.054
O 2.323 -1.250 -1.812
```

=====

Arrangement Q

Here is 3 unconnected molecules or ions with the total composition C4H17N2O2 from OMol25. Energies are from ωB97M-V with the def2-TZVPD basis set.

Calculated values
LUMO: -2.950 eV
charge: +1
HOMO: -12.2 eV
Kohn-Sham gap: 9.22 eV

```
25
C4H17N2O2 (ωB97M-V with the def2-TZVPD basis set)
N -0.506 -0.988 -1.009
C 0.558 -0.118 -0.405
C 1.908 -0.834 -0.362
C 0.249 0.437 0.998
N -0.725 1.439 1.176
C -2.138 1.106 1.048
H -0.193 -1.146 -1.950
H -0.522 -1.856 -0.457
H -1.431 -0.564 -0.998
H 0.700 0.766 -1.024
H 2.124 -1.380 -1.284
H 1.863 -1.556 0.454
H 2.709 -0.133 -0.204
H -0.016 -0.443 1.613
H 1.181 0.772 1.453
H -0.475 2.274 0.677
H -2.656 1.865 0.472
H -2.268 0.175 0.538
H -2.656 1.035 2.004
H 1.210 3.117 -2.455
H 2.005 2.816 -1.154
O 1.121 2.824 -1.539
H -1.206 -3.628 1.047
H 0.363 -3.653 0.743
O -0.511 -3.386 0.437
```

=====

Arrangement R

Here is 3 unconnected molecules or ions with the total composition C4H17N2O2 from OMol25. Energies are from ωB97M-V with the def2-TZVPD basis set.

Calculated values
LUMO: -3.094 eV
charge: +1
HOMO: -12.1 eV
Kohn-Sham gap: 9.00 eV

```
25
C4H17N2O2 (ωB97M-V with the def2-TZVPD basis set)
N -0.790 1.857 0.104
C -0.760 0.327 -0.240
C -1.731 -0.300 0.705
C 0.705 -0.113 0.151
N 1.419 -1.065 -0.664
C 2.699 -0.712 -1.302
H -0.211 2.513 -0.441
H -1.774 2.122 0.104
H -0.351 1.997 1.059
H -0.934 0.253 -1.314
H -2.718 0.191 0.721
H -1.304 -0.234 1.718
H -1.856 -1.369 0.520
H 1.217 0.806 0.339
H 0.561 -0.658 1.096
H 0.821 -1.345 -1.432
H 2.692 -0.366 -2.339
H 3.279 0.037 -0.747
H 3.235 -1.675 -1.239
H -0.448 -2.460 -2.503
H -1.956 -2.017 -2.826
O -1.186 -1.879 -2.258
H 0.605 1.645 3.566
H -0.932 1.063 3.931
O -0.283 1.382 3.289
```

=====

The structure with the most favorable energy is arrangement Q; the runner-up is 21.1 kcal/mol above it.

=====

Arrangement P

Here is a gas-phase ion, C7H14N (charge +1) from OMol25. Energies are from ωB97M-V with the def2-TZVPD basis set.

Calculated values
LUMO (spin up / spin down): -4.420 / -3.776 eV
charge: +1
HOMO (spin up / spin down): -12.1 / -12.7 eV
Kohn-Sham gap (spin up / spin down): 7.73 / 8.94 eV

```
22
C7H14N (ωB97M-V with the def2-TZVPD basis set)
C -2.494 -0.014 -0.635
C -3.024 0.629 0.368
C -1.435 -1.030 -1.002
C -0.150 -0.833 -0.072
C -0.279 -0.692 1.347
C 0.733 1.353 -0.657
C 2.256 -0.514 -0.296
N 0.946 -0.132 -0.767
H -2.306 0.863 1.281
H -3.812 1.337 0.238
H -1.842 -1.950 -0.912
H -1.049 -0.764 -2.003
H -0.569 -1.602 1.938
H -1.169 0.038 1.614
H 0.607 -0.099 1.772
H 1.439 1.932 -1.182
H -0.157 1.508 -1.103
H 0.627 1.571 0.401
H 2.492 -1.617 -0.475
H 3.088 -0.004 -0.803
H 2.363 -0.396 0.805
H 1.012 -0.493 -1.735
```

=====

Arrangement Q

Here is a gas-phase ion, C7H14N (charge +1) from OMol25. Energies are from ωB97M-V with the def2-TZVPD basis set.

Calculated values
LUMO: -3.613 eV
charge: +1
SMILES: C=C[C@H]1[C@H]([NH3+])C1(C)C
HOMO: -12.9 eV
Kohn-Sham gap: 9.30 eV

```
22
C7H14N (ωB97M-V with the def2-TZVPD basis set)
C -3.077 -0.743 0.448
C -2.078 -0.105 -0.105
C -0.644 -0.528 0.119
C 0.569 -0.580 -0.895
C 0.360 0.588 0.056
C 0.285 1.931 -0.599
C 1.284 0.711 1.253
N 1.553 -1.618 -0.620
H -4.145 -0.444 0.249
H -2.907 -1.613 1.095
H -2.159 0.896 -0.541
H -0.650 -1.305 0.865
H 0.402 -0.384 -1.972
H -0.188 1.810 -1.556
H 1.331 2.062 -0.751
H 0.083 2.769 -0.062
H 2.358 0.599 0.895
H 1.060 -0.119 1.952
H 1.129 1.669 1.657
H 2.118 -1.450 0.307
H 2.285 -1.745 -1.311
H 1.030 -2.402 -0.484
```

=====

Arrangement R

Here is a gas-phase ion, C7H14N (charge +1) from OMol25. Energies are from ωB97M-V with the def2-TZVPD basis set.

Calculated values
LUMO: -3.700 eV
charge: +1
SMILES: C=CC(=C)CCC[NH3+]
HOMO: -12.0 eV
Kohn-Sham gap: 8.33 eV

```
22
C7H14N (ωB97M-V with the def2-TZVPD basis set)
C 0.067 -2.384 -0.653
C -0.662 -1.082 -0.653
C -0.497 -0.266 0.668
C 1.194 1.538 0.484
C -0.102 1.185 0.322
C -1.168 2.181 0.358
C -1.170 3.385 0.935
N 1.562 -2.223 -0.954
H -0.357 -3.056 -1.400
H -0.033 -2.817 0.347
H -0.341 -0.404 -1.448
H -1.705 -1.280 -0.890
H 0.181 -0.764 1.370
H -1.430 -0.308 1.237
H 1.404 2.600 0.487
H 1.951 0.767 0.441
H -2.093 1.896 -0.146
H -0.388 3.605 1.659
H -2.016 4.055 0.897
H 1.910 -3.154 -0.760
H 1.950 -1.484 -0.366
H 1.744 -1.991 -1.932
```

=====

Arrangement S

Here is 2 unconnected molecules or ions with the total composition C7H14N from OMol25. Energies are from ωB97M-V with the def2-TZVPD basis set.

Calculated values
LUMO: -3.171 eV
charge: +1
HOMO: -12.7 eV
Kohn-Sham gap: 9.49 eV

```
22
C7H14N (ωB97M-V with the def2-TZVPD basis set)
C 2.102 2.750 0.633
C 1.664 1.656 -0.274
C 2.034 0.399 -0.028
N 1.413 -0.805 -0.651
H 2.702 2.407 1.513
H 2.705 3.466 0.076
H 1.221 3.323 0.929
H 0.916 1.899 -0.994
H 2.726 0.150 0.807
H 0.992 -0.617 -1.557
H 2.140 -1.493 -0.800
H 0.642 -1.209 -0.049
C -0.880 -2.576 0.043
C -1.524 -1.411 -0.278
C -2.717 -0.937 0.434
C -3.271 0.278 0.148
H -1.208 -3.213 0.867
H -0.094 -2.974 -0.623
H -1.292 -0.902 -1.217
H -3.282 -1.692 1.004
H -4.206 0.584 0.563
H -2.785 0.920 -0.548
```

=====

The structure with the most favorable energy is arrangement R; the runner-up is 9.5 kcal/mol above it.

=====

Arrangement P

Here is a gas-phase ion, C7H14N (charge +1) from OMol25. Energies are from ωB97M-V with the def2-TZVPD basis set.

Calculated values
LUMO: -4.661 eV
charge: +1
SMILES: C/C=C(/C)C/C=[NH+]\C
HOMO: -12.6 eV
Kohn-Sham gap: 7.96 eV

```
22
C7H14N (ωB97M-V with the def2-TZVPD basis set)
C -2.979 -0.652 -0.878
C -2.370 -0.054 0.428
C -0.004 -0.305 -0.366
C 1.040 0.738 -0.871
C -1.055 0.135 0.642
C -0.591 1.030 1.796
C 3.254 -0.260 0.087
N 2.348 0.616 -0.724
H -2.533 -0.539 -1.826
H -4.025 -0.406 -0.984
H -3.248 0.236 1.030
H -0.544 -0.509 -1.321
H 0.580 -1.217 -0.164
H 0.618 1.591 -1.403
H -1.440 1.573 2.170
H 0.108 1.666 1.164
H -0.106 0.335 2.594
H 3.900 -0.787 -0.689
H 3.834 0.416 0.614
H 2.788 -0.804 0.885
H -2.879 -1.732 -0.665
H 3.049 1.202 -1.267
```

=====

Arrangement Q

Here is a gas-phase ion, C7H14N (charge +1) from OMol25. Energies are from ωB97M-V with the def2-TZVPD basis set.

Calculated values
LUMO: -4.488 eV
charge: +1
SMILES: C=CC(C)(C)[N+](=C)C
HOMO: -14.3 eV
Kohn-Sham gap: 9.79 eV

```
22
C7H14N (ωB97M-V with the def2-TZVPD basis set)
C -2.352 -0.799 0.462
C 2.123 0.223 0.684
C -1.200 -0.341 0.929
C -0.070 1.921 0.498
C -0.444 0.352 -1.467
C 1.126 -1.749 -0.307
C -0.152 0.413 0.077
N 1.116 -0.286 0.108
H -3.146 -1.090 1.052
H -2.630 -0.872 -0.549
H 2.089 1.315 0.943
H 3.124 -0.317 0.686
H -0.945 -0.052 1.895
H 0.624 2.341 -0.268
H 0.081 1.999 1.580
H -1.144 2.158 0.412
H 0.381 0.659 -1.940
H -0.632 -0.553 -1.908
H -1.299 1.100 -1.585
H 1.410 -1.996 -1.247
H 0.156 -2.004 -0.345
H 1.786 -2.423 0.291
```

=====

The structure with the most favorable energy is arrangement P; the runner-up is 13.9 kcal/mol above it.